(1)
C60H136N14O12 as an isolated structure in a non-equilibrium geometry. Source: the Open Molecules 2025 dataset; level of theory: wB97M-V/def2-TZVPD.

Structure (XYZ):
```
222
Properties=species:S:1:pos:R:3:lowdin_charge:R:1
O 0.0813 -3.2986 -1.9986 -0.095
O 2.4563 1.7532 -2.1374 -0.029
O -4.8130 0.0911 -1.2589 -0.027
O 1.5689 -2.1725 -4.1634 -0.073
O -4.5699 0.5846 1.9787 -0.025
O 2.7512 -3.8995 -1.4490 -0.015
O -1.2635 2.1247 3.0890 -0.028
O -0.0106 -1.0260 -0.3134 -0.011
O -4.3857 3.8939 1.2091 -0.016
O 3.6424 -1.1581 6.7667 -0.015
O -1.0850 -2.4477 3.6716 -0.045
O 0.1052 3.2655 -1.5253 -0.030
N -2.0540 0.4694 4.4514 0.206
N 3.5361 -0.0318 5.9172 -0.091
N -1.9731 -0.0074 0.3830 0.212
N 0.0271 0.5230 1.2800 0.191
N -6.0994 2.1923 2.4931 0.171
N 3.6152 -3.1261 -2.2462 -0.103
N 3.7973 2.0867 -1.8458 -0.074
N -1.2182 -3.8416 3.4422 -0.071
N -6.0902 -0.2553 -1.7086 -0.104
N -1.4595 2.4586 5.3447 0.172
N -2.2137 3.3015 0.7306 0.206
N -3.5843 3.8737 -0.9287 0.173
N -6.0112 0.2832 3.7044 0.160
N -0.8142 3.8090 -2.4422 -0.128
C 5.5054 3.1911 -0.4151 -0.131
C 4.0406 -0.3843 4.5872 -0.506
C -0.5701 -2.9852 -3.2246 -0.205
C 3.9923 2.9743 -0.6830 -0.476
C -7.9174 -1.8577 -1.8507 -0.149
C 3.4959 -4.8350 -4.0144 -0.047
C -6.7602 -1.6670 0.3329 -0.016
C -6.9966 0.9132 -1.7945 -0.463
C 2.2154 0.6320 6.0697 -0.455
C 2.1520 1.7817 5.0200 -0.129
C 5.5651 -0.5663 4.7123 -0.039
C 4.5644 0.8923 -3.7783 -0.033
C -0.5752 5.2379 -2.7494 -0.472
C 1.0853 -4.0675 2.3052 -0.014
C -1.9848 -3.3974 1.1161 -0.021
C 3.8233 0.7118 3.5299 -0.134
C -8.9469 -0.7229 -1.8078 -0.183
C -5.4814 1.0238 2.7154 -0.679
C -2.3989 -5.6982 2.1040 -0.116
C -6.5611 -1.5425 -1.1893 -0.503
C 5.1908 -3.1158 -4.0784 -0.146
C -2.2815 -4.1621 2.3900 -0.476
C -0.6613 -0.1999 0.3590 -0.655
C 3.2487 -1.1225 -1.0333 -0.006
C -1.0284 -6.3722 2.1024 -0.176
C 0.9900 -0.3171 5.9196 -0.028
C -0.2530 2.5066 -4.4807 -0.005
C -1.3566 2.8704 -3.4250 -0.461
C 2.4082 1.2641 3.6167 -0.185
C 4.6064 2.2447 -3.0609 -0.440
C -0.4090 5.9802 -1.4051 -0.035
C 6.0498 -2.0377 -3.4547 -0.147
C -1.5599 1.7115 4.2132 -0.622
C 6.3192 3.5829 -1.6439 -0.174
C 4.4348 -4.0186 -3.1108 -0.483
C 0.4129 -2.9453 -4.4095 -0.243
C -3.5944 -3.7551 3.0149 -0.047
C -0.1082 -6.0393 3.2781 -0.149
C 0.6292 5.5671 -3.6617 -0.020
C -1.8222 1.5509 -2.7680 -0.030
C -7.2247 1.5155 -0.3795 -0.025
C 2.2194 1.2963 7.4515 -0.032
C 5.4395 -4.9752 -2.4601 -0.020
C -1.8475 5.8750 -3.3556 -0.149
C -8.3136 0.4642 -2.5066 -0.143
C -3.4623 3.6667 0.4100 -0.632
C 0.1021 -4.5369 3.3967 -0.506
C 3.3082 2.3232 0.5074 -0.039
C 0.7632 -4.3128 4.7570 -0.040
C -2.6211 3.5312 -4.0733 -0.111
C 6.1037 2.4622 -2.6934 -0.111
C 4.3495 -2.0834 -1.5172 -0.431
C 5.2372 -1.2252 -2.4440 -0.143
C 3.4345 4.3984 -0.8651 -0.021
C -5.6276 -2.6292 -1.7148 -0.033
C 5.1716 -2.5283 -0.2752 0.000
C 4.1099 3.3278 -4.0663 -0.016
C 3.5043 -1.6897 4.0200 -0.032
C -6.3608 2.0321 -2.6478 -0.035
C -2.4442 5.0194 -4.4672 -0.183
H 5.9159 2.2032 -0.1772 0.120
H -2.7631 4.0242 -1.4948 0.048
H 1.4172 0.9037 8.0846 0.075
H -7.0621 2.7806 -3.0119 0.084
H -3.8936 -4.3425 3.8820 0.085
H 0.9322 3.1216 -2.0219 0.053
H 7.3636 3.7686 -1.3952 0.111
H 0.0686 -2.4902 -1.4579 0.038
H -5.8084 -1.6068 0.8734 0.069
H -0.8150 -2.1165 2.7966 0.071
H 3.3203 4.7905 0.1505 0.090
H 0.5990 5.2569 -4.7114 0.070
H 1.3503 -3.0222 2.4696 0.067
H 3.8626 -5.7345 -4.5214 0.084
H -1.5445 3.3676 -0.0191 0.075
H 0.6827 -0.6499 4.9299 0.054
H -3.1464 -6.1345 2.7702 0.108
H -4.5885 -2.4408 -1.4425 0.069
H -1.0691 0.9503 -2.2526 0.070
H -7.2003 -0.7970 0.8236 0.062
H -6.6486 0.6607 4.3781 0.096
H 0.9799 0.8179 1.1826 0.072
H 2.8368 -0.5068 -1.8385 0.065
H -2.6258 5.8653 -2.5893 0.107
H -7.5942 2.5418 -0.4036 0.093
H 0.7683 -6.6864 3.2396 0.124
H -7.9845 0.9591 0.1714 0.063
H 6.2888 -4.3725 -2.1424 0.058
H -1.0597 -7.4652 2.1108 0.109
H -1.7006 6.8306 -3.8578 0.125
H 4.9813 0.9220 -4.7847 0.117
H 3.1358 3.0079 -4.4377 0.073
H -6.9331 2.4995 2.9484 0.111
H -9.8851 -0.8282 -2.3544 0.114
H -3.5826 3.2054 -3.6799 0.098
H -2.5074 1.8355 -1.9654 0.056
H -5.5198 2.7073 1.8164 0.056
H 4.7508 3.3445 -4.9518 0.081
H 3.5144 2.7436 1.4944 0.081
H 1.9600 2.3575 7.4160 0.076
H -7.7986 -2.1149 -2.9076 0.116
H -2.4163 0.5706 1.0795 0.069
H 1.2936 -1.2450 6.4170 0.079
H -1.1809 3.4114 5.1837 0.116
H 6.5893 1.5363 -2.3822 0.107
H 4.4360 -2.5613 -4.6520 0.120
H 4.1630 4.3539 -3.7043 0.067
H -2.9034 -5.8296 1.1434 0.117
H 2.1287 -2.5122 -3.4475 0.037
H -5.9839 -3.5820 -1.3174 0.088
H -0.5188 1.5603 -4.9514 0.085
H -2.1039 -0.1676 3.6728 0.090
H 2.2178 2.4019 0.4603 0.080
H 4.1075 -0.7920 7.5262 0.103
H -3.5494 -2.6910 3.2609 0.072
H 3.5395 0.5245 -3.8616 0.113
H -1.8270 5.1691 -5.3567 0.105
H -0.1148 -2.7763 -5.3502 0.117
H 5.7558 -5.7792 -3.1210 0.084
H -0.5588 1.1187 1.8619 0.036
H 1.6668 -4.9174 4.8342 0.091
H -2.6806 3.1692 -5.1073 0.114
H 2.4212 -1.6471 -0.5581 0.078
H -5.6310 2.5303 -2.0072 0.046
H 0.4911 5.6940 -0.8578 0.070
H 3.7390 -2.5461 4.6601 0.089
H -4.4101 -3.8967 2.3003 0.083
H 1.4716 4.8919 -3.4640 0.059
H -0.4760 7.0544 -1.5768 0.088
H 3.9920 5.1607 -1.4059 0.079
H 5.7400 -1.3901 5.4084 0.077
H 6.0561 -0.6519 -2.0002 0.137
H -5.8594 1.5367 -3.4806 0.089
H -6.2919 1.4811 0.1765 0.047
H 2.2169 2.0551 2.8876 0.091
H 6.1224 0.3094 5.0444 0.083
H -0.5386 -6.1052 1.1625 0.107
H 1.8766 -3.6093 -1.7699 0.054
H 4.4670 -3.0716 0.3538 0.080
H -2.2274 0.2051 5.4006 0.104
H 3.5518 1.2599 0.5666 0.060
H -1.3913 1.9649 6.2131 0.094
H 0.7711 -3.9599 -4.6390 0.099
H 2.4390 0.8354 -1.8409 0.053
H 2.4161 -1.7784 4.0365 0.051
H 4.9956 -5.4639 -1.5894 0.090
H 2.0258 -4.6220 2.3040 0.094
H 4.7017 -0.4803 -3.0374 -0.025
H 6.0196 -0.9308 3.7880 0.084
H 0.6792 -4.2358 1.3096 0.061
H 5.9547 -3.2139 -0.5951 0.060
H 5.0484 0.0988 -3.2050 -0.053
H 6.9646 -2.4321 -3.0075 0.111
H 0.8964 -3.2453 4.9266 0.051
H -1.9305 -2.3309 1.3387 0.056
H 6.7587 2.8516 -3.4779 0.120
H 1.1697 2.2616 4.9571 0.097
H 5.9570 4.5092 -2.0991 0.096
H 5.6510 -1.6605 0.1714 0.083
H -3.4255 5.4178 -4.7355 0.111
H 2.4138 4.3480 -1.2481 0.052
H -8.3357 -2.7766 -1.4330 0.116
H 3.0840 -4.3052 -4.8759 0.075
H 6.2666 -1.3135 -4.2429 0.117
H -1.1618 5.7708 -0.6394 0.077
H -1.4392 -3.6230 -3.3919 0.116
H 3.5639 -0.3363 -0.3393 0.069
H 0.6541 2.2979 -3.9105 0.060
H 0.9897 6.5896 -3.5737 0.089
H -2.3450 0.8599 -3.4286 0.093
H -1.9796 3.0335 1.6778 0.062
H -5.9902 -0.7096 3.5235 0.102
H 2.7555 2.6239 5.3675 0.119
H -4.9225 0.2384 -0.2981 0.062
H 3.8980 -1.8869 3.0285 0.084
H 2.6513 -5.2922 -3.4904 0.084
H 3.1228 1.2391 8.0577 0.079
H 5.6033 3.8471 0.4494 0.122
H -4.4812 4.2015 -1.2449 0.102
H -0.6015 -6.4090 4.1848 0.120
H -8.2265 0.1133 -3.5390 0.122
H -2.5526 -0.3091 -0.3838 0.101
H 4.0348 0.4230 2.5006 0.102
H 0.1143 -4.6414 5.5727 0.087
H 0.1147 -0.0358 6.5081 0.063
H -8.9820 1.3268 -2.5645 0.118
H -1.0484 -3.6404 0.6187 0.067
H -2.8010 -3.5913 0.4200 0.092
H -5.5888 -2.7017 -2.8018 0.086
H -7.2936 -2.6034 0.4732 0.087
H -0.0268 3.2934 -5.1980 0.068
H 5.6265 -3.6934 -4.8976 0.130
H 4.5472 1.4989 3.7657 0.121
H -0.9712 -1.9696 -3.1480 0.111
H 1.7114 0.4471 3.4208 0.093
H -9.1132 -0.4827 -0.7543 0.098
```

Values from the calculation:
Charge: 0
2S+1: 1
Calculated total energy (hartree): -4036.8842

=====

(2)
A 2-piece molecular cluster, C14H16O overall in a non-equilibrium geometry. Source: the Open Molecules 2025 dataset; level of theory: wB97M-V/def2-TZVPD.

Structure (XYZ):
```
31
Properties=species:S:1:pos:R:3:lowdin_charge:R:1
O 2.9092 -1.3345 -0.2847 0.019
C 2.7089 0.2355 1.5155 -0.013
C -0.9502 0.0591 -3.4054 -0.068
C -0.4660 1.3518 -3.3431 -0.090
C 2.0033 0.6677 2.6276 -0.042
C 0.1154 -0.6021 1.9586 -0.061
C 0.8622 -1.2362 0.9812 -0.015
C -0.0813 0.6102 4.0940 -0.078
C 2.1143 -0.7064 0.6941 -0.310
C -2.1865 -1.9070 -2.5654 -0.050
C -1.5880 0.1238 -1.0846 -0.060
C -0.8194 1.2901 -0.9777 -0.095
C 0.6937 0.2703 2.8832 -0.289
C -1.5996 -0.5279 -2.3009 -0.282
C -0.4033 1.9767 -2.0950 -0.101
H 2.7547 -0.8203 -1.0607 0.081
H -2.7784 -1.9462 -3.4652 0.076
H 0.5056 -1.9572 0.2563 0.118
H 3.7357 0.5372 1.3658 0.117
H -0.7274 -0.6250 -4.2174 0.110
H -0.1120 -0.1537 4.8771 0.085
H -0.7018 1.7388 0.0016 0.102
H 2.3688 1.4836 3.2443 0.112
H -0.0605 1.8051 -4.2365 0.099
H -2.8120 -2.1267 -1.6943 0.072
H -1.3954 -2.6281 -2.3811 0.080
H -0.2244 3.0459 -2.0978 0.102
H -0.8916 -0.9261 2.1985 0.113
H 0.2846 1.4283 4.7444 0.079
H -2.1772 -0.1556 -0.2201 0.109
H -1.0818 1.0290 3.9875 0.078
```

Values from the calculation:
Charge: 0
ΔE to the lowest compared entry with this formula, charge and spin (kcal/mol): 31.9
Structure (SMILES): Cc1ccc(O)cc1.Cc1ccccc1
2S+1: 1